Record 1
Here is C35H31N2O4Ta as an isolated structure from the OMol25 dataset. Energies are from ωB97M-V with the def2-TZVPD basis set.

Summary:
F_max, eV Å⁻¹: 0.807
Energy, hartree: -1819.44923
Charge: +2
Orbital gap, Eh: 0.248

Atoms and positions in Å:
Ta: -0.5605 0.7567 0.0002
O: -0.3408 0.9994 1.8119
C: 0.5287 0.9211 2.9833
C: 1.5141 -0.1724 2.5386
C: 2.2930 0.1311 1.2886
C: 3.6672 0.2460 1.4109
C: 4.4474 0.5224 0.3085
C: 3.8226 0.6545 -0.9166
C: 2.4535 0.5051 -1.0266
C: 1.8821 0.6293 -2.4233
C: 0.8346 1.7444 -2.5594
O: -0.2346 1.1913 -1.7497
C: 1.3066 3.0086 -1.8782
C: 0.7726 3.4850 -0.6890
C: 1.3329 4.5792 -0.0378
C: 2.4372 5.2098 -0.5831
C: 2.9612 4.7613 -1.7904
C: 2.3988 3.6707 -2.4316
C: 0.3077 1.9541 -3.9584
C: -0.5123 3.0549 -4.1941
C: -1.0763 3.2499 -5.4433
C: -0.8152 2.3529 -6.4709
C: 0.0122 1.2638 -6.2459
C: 0.5706 1.0607 -4.9913
N: 1.6731 0.2563 0.0771
C: -0.3132 0.3971 4.1385
C: -1.1767 -0.6786 3.9348
C: -1.9113 -1.2045 4.9824
C: -1.7779 -0.6683 6.2575
C: -0.9240 0.4003 6.4688
C: -0.1943 0.9352 5.4137
C: 1.0859 2.2947 3.2581
C: 0.1965 3.3660 3.2809
C: 0.6277 4.6240 3.6698
C: 1.9547 4.8267 4.0284
C: 2.8410 3.7602 4.0179
C: 2.4038 2.4949 3.6465
H: 0.9165 -1.0790 2.4158
H: 2.2177 -0.4010 3.3373
H: 4.1193 0.1082 2.3816
H: 5.5204 0.6268 0.3992
H: 4.3972 0.8617 -1.8072
H: 1.4223 -0.3052 -2.7508
H: 2.7169 0.8187 -3.0957
H: -0.2010 3.1492 -0.2935
H: 0.8909 4.9432 0.8765
H: 2.8714 6.0658 -0.0849
H: 3.8078 5.2665 -2.2356
H: 2.8036 3.3322 -3.3786
H: -0.7046 3.7689 -3.4019
H: -1.7120 4.1069 -5.6188
H: -1.2513 2.5080 -7.4483
H: 0.2301 0.5727 -7.0487
H: 1.2233 0.2093 -4.8479
H: -1.3111 -1.0956 2.9409
H: -2.5894 -2.0292 4.8092
H: -2.3418 -1.0846 7.0809
H: -0.8246 0.8283 7.4569
H: 0.4608 1.7769 5.5924
H: -0.8483 3.2073 3.0379
H: -0.0774 5.4442 3.7098
H: 2.2914 5.8085 4.3328
H: 3.8678 3.9046 4.3257
H: 3.0932 1.6643 3.7084
N: -1.0391 -1.3996 -0.3013
C: -2.4689 -1.5465 -0.7701
C: -3.2334 -0.2433 -0.6076
O: -4.3580 -0.0986 -0.9188
O: -2.4460 0.7307 -0.0421
H: -0.4000 -1.8266 -0.9712
H: -0.8917 -1.9397 0.5509
H: -2.9655 -2.3268 -0.1968
H: -2.4889 -1.8289 -1.8207

Löwdin population analysis, charges in e, atoms 1 to 5:
1 Ta 1.90
2 O -0.29
3 C -0.37
4 C -0.05
5 C -0.21



Record 2
Here is C35H31N3OPPtS3SeTe as an isolated structure from the OMol25 dataset. Energies are from ωB97M-V with the def2-TZVPD basis set.

Summary:
Relative energy (zero: lowest compared OMol25 entry of this formula, charge and spin), eV: 0.0000
F_max, eV Å⁻¹: 0.391
Energy, hartree: -5916.21854
Charge: +1
Orbital gap (spin up / spin down), Eh: 0.217 / 0.203
Multiplicity: 5

Atoms and positions in Å:
Pt: 0.1780 2.3307 0.1498
S: -1.4221 5.5656 3.1661
C: -0.9222 4.3849 2.0481
S: 0.7374 4.2843 1.6344
S: -2.0088 3.2817 1.3965
O: 0.1046 5.1339 -1.3668
N: -0.3966 3.8643 -1.5672
C: -0.7085 3.6962 -2.7834
C: -1.2680 2.4869 -3.3945
C: -1.8122 2.7133 -4.6652
C: -2.3408 1.6864 -5.4225
C: -2.3069 0.3922 -4.9265
C: -1.7606 0.1544 -3.6782
C: -1.2511 1.1845 -2.8854
P: -0.5153 0.6312 -1.3029
C: 0.8143 -0.4311 -1.9765
C: 1.7225 0.2149 -2.8203
C: 2.8012 -0.4639 -3.3581
C: 2.9896 -1.8091 -3.0650
C: 2.0777 -2.4676 -2.2575
C: 0.9930 -1.7860 -1.7170
C: -1.8060 -0.4182 -0.5872
C: -3.1540 -0.2196 -0.8844
C: -4.1244 -1.0060 -0.2806
C: -3.7593 -2.0084 0.6074
C: -2.4223 -2.1949 0.9267
C: -1.4556 -1.3833 0.3559
H: 0.2773 5.1666 -0.4075
H: -0.5801 4.5513 -3.4443
H: -1.8152 3.7232 -5.0573
H: -2.7613 1.8933 -6.3977
H: -2.6932 -0.4327 -5.5110
H: -1.7285 -0.8642 -3.3098
H: 1.5836 1.2625 -3.0693
H: 3.4928 0.0564 -4.0094
H: 3.8346 -2.3428 -3.4813
H: 2.1970 -3.5238 -2.0510
H: 0.2832 -2.3391 -1.1219
H: -3.4559 0.5454 -1.5888
H: -5.1678 -0.8389 -0.5163
H: -4.5170 -2.6371 1.0582
H: -2.1255 -2.9523 1.6408
H: -0.4258 -1.4975 0.6689
C: -1.9598 -4.3815 5.2246
C: -1.4847 -3.1153 4.5674
C: -2.3365 -2.0311 4.4002
C: -1.9129 -0.8489 3.8015
C: -2.8829 0.2741 3.5689
C: -0.5824 -0.7573 3.3958
Te: 0.1633 1.1140 2.7582
C: 0.2999 -1.8327 3.5283
C: 1.7353 -1.7466 3.0875
C: -0.1760 -3.0038 4.1076
H: -3.0405 -4.3757 5.3599
H: -1.5028 -4.5049 6.2082
H: -1.6956 -5.2575 4.6308
H: -3.3683 -2.1080 4.7275
H: -3.8940 -0.0187 3.8491
H: -2.8994 0.5536 2.5099
H: -2.6184 1.1675 4.1423
H: 1.8310 -1.3008 2.0920
H: 2.1882 -2.7368 3.0458
H: 2.3280 -1.1372 3.7757
H: 0.4991 -3.8475 4.2122
Se: 3.0271 3.7727 -1.7535
N: 2.3912 2.4925 -0.6684
C: 3.3348 1.5833 -0.5215
C: 3.2240 0.3768 0.2423
C: 4.2733 -0.4722 0.2643
C: 5.4999 -0.1979 -0.4435
C: 5.6547 0.9259 -1.1723
C: 4.5607 1.8550 -1.2429
N: 4.5875 2.9579 -1.9558
H: 2.3028 0.1727 0.7685
H: 4.2034 -1.3926 0.8312
H: 6.3036 -0.9194 -0.3783
H: 6.5644 1.1522 -1.7118

Löwdin population analysis, charges in e, atoms 1 to 5:
1 Pt 0.41
2 S 0.76
3 C -1.80
4 S 0.43
5 S 0.49



Record 3
Here is C35H31N3P2SY as an isolated structure at a distorted geometry from the OMol25 dataset. Energies are from ωB97M-V with the def2-TZVPD basis set.

Summary:
F_max, eV Å⁻¹: 1.033
Energy, hartree: -2635.73371
Charge: +1
Orbital gap, Eh: 0.256

Atoms and positions in Å:
Y: 0.3826 0.5700 0.9060
C: 1.6272 -2.1613 -0.0293
P: -0.2435 -2.1637 -0.1570
C: -0.8266 -3.0093 1.3543
C: -0.1518 -2.8766 2.5683
C: -0.6937 -3.3839 3.7445
C: -1.9150 -4.0364 3.7212
C: -2.5937 -4.1802 2.5165
C: -2.0592 -3.6669 1.3478
C: -0.4425 -3.3267 -1.5191
C: -0.7873 -2.8125 -2.7653
C: -0.8717 -3.6553 -3.8668
C: -0.6265 -5.0098 -3.7137
C: -0.2874 -5.5261 -2.4670
C: -0.1920 -4.6893 -1.3692
C: 2.1380 -1.1080 -0.9701
C: 2.9564 -1.1174 -2.0622
C: 2.9996 0.2284 -2.5559
C: 2.2011 0.9739 -1.7354
C: 1.8881 2.4393 -1.7030
P: 0.1668 2.6477 -1.1076
C: -0.1778 4.4158 -1.0401
C: -1.3474 4.8392 -0.4093
C: -1.6762 6.1835 -0.3714
C: -0.8292 7.1187 -0.9514
C: 0.3410 6.7088 -1.5709
C: 0.6666 5.3603 -1.6194
C: -0.8561 1.9714 -2.4395
C: -1.8297 1.0259 -2.1413
C: -2.6233 0.4771 -3.1409
C: -2.4395 0.8782 -4.4544
C: -1.4724 1.8283 -4.7654
C: -0.6890 2.3743 -3.7643
N: 1.6425 0.1687 -0.7663
H: 1.9792 -3.1583 -0.2964
H: 1.9663 -1.9753 0.9949
H: 0.8210 -2.4035 2.6277
H: -0.1469 -3.2854 4.6732
H: -2.3339 -4.4453 4.6308
H: -3.5419 -4.7004 2.4907
H: -2.6020 -3.7961 0.4183
H: -0.9720 -1.7510 -2.8811
H: -1.1277 -3.2492 -4.8360
H: -0.6982 -5.6710 -4.5671
H: -0.0955 -6.5845 -2.3528
H: 0.0708 -5.0994 -0.4009
H: 3.4685 -1.9773 -2.4633
H: 3.5589 0.5873 -3.4048
H: 2.0173 2.8922 -2.6883
H: 2.5353 2.9846 -1.0069
H: -2.0123 4.1146 0.0488
H: -2.5894 6.5002 0.1139
H: -1.0821 8.1699 -0.9172
H: 1.0035 7.4365 -2.0195
H: 1.5853 5.0557 -2.1027
H: -2.0007 0.7040 -1.1168
H: -3.3805 -0.2541 -2.8905
H: -3.0552 0.4576 -5.2385
H: -1.3374 2.1440 -5.7910
H: 0.0524 3.1233 -4.0168
C: 2.2596 0.5163 7.1629
C: 1.5759 0.5446 5.8334
C: 0.1913 0.3749 5.7153
C: -0.3269 0.3809 4.4440
N: 0.4585 0.5547 3.3748
C: 1.7876 0.7230 3.5738
S: 2.7145 0.9213 2.1005
N: 2.3618 0.7169 4.7717
H: 1.5776 0.7272 7.9841
H: 3.0822 1.2276 7.1656
H: 2.6842 -0.4781 7.3186
H: -0.4408 0.2448 6.5803
H: -1.3867 0.2404 4.2649

Löwdin population analysis, charges in e, atoms 1 to 5:
1 Y 1.22
2 C -0.27
3 P 1.02
4 C -0.39
5 C -0.12



Record 4
Here is C35H31N6ReS2 as an isolated structure from the OMol25 dataset. Energies are from ωB97M-V with the def2-TZVPD basis set.

Summary:
Relative energy (zero: lowest compared OMol25 entry of this formula, charge and spin), eV: 0.0000
F_max, eV Å⁻¹: 0.695
Energy, hartree: -2554.61825
Charge: +3
Orbital gap (spin up / spin down), Eh: 0.202 / 0.210
Multiplicity: 2

Atoms and positions in Å:
Re: 0.0968 0.1678 -0.1248
C: 1.6993 -1.4285 4.9245
C: 0.5388 -2.0691 4.5064
C: 0.2011 -2.0894 3.1618
C: 1.0276 -1.4426 2.2447
C: 2.1900 -0.7909 2.6554
C: 2.5285 -0.7996 3.9992
N: 0.6692 -1.4177 0.8625
C: 0.3567 -2.6625 0.2551
C: 0.9019 -3.8750 0.6652
C: 0.5440 -5.0265 -0.0208
C: -0.3385 -4.9867 -1.1029
C: -0.8779 -3.7844 -1.5321
C: -0.5207 -2.6394 -0.8401
N: -0.9557 -1.3317 -1.1434
N: -1.7108 -1.1080 -2.1138
C: -1.9028 0.2745 -2.2976
C: -2.7943 0.7098 -3.2539
C: -2.9679 2.0785 -3.4142
C: -2.2401 2.9503 -2.6151
C: -1.3581 2.4445 -1.6792
N: -1.1774 1.1203 -1.5139
H: 1.9742 -1.4450 5.9713
H: -0.0940 -2.5726 5.2251
H: -0.7006 -2.5890 2.8299
H: 2.8537 -0.3417 1.9277
H: 3.4581 -0.3453 4.3167
H: 1.6049 -3.9129 1.4852
H: 0.9651 -5.9748 0.2849
H: -0.5994 -5.9039 -1.6126
H: -1.5598 -3.7358 -2.3695
H: -3.3283 -0.0199 -3.8464
H: -3.6585 2.4585 -4.1553
H: -2.3425 4.0215 -2.7179
H: -0.7580 3.0900 -1.0534
S: -1.1861 0.9681 1.5869
C: -0.0771 1.7938 2.6367
N: -0.2775 1.9283 3.9031
C: 0.7150 2.6317 4.7446
C: 1.2998 3.7867 3.9853
N: 1.8131 3.3060 2.6821
C: 3.0897 3.8921 2.1640
C: 4.2302 2.9196 2.3526
C: 4.9907 2.5272 1.2592
C: 6.0643 1.6616 1.4320
C: 6.3762 1.1866 2.6963
C: 5.6220 1.5823 3.7956
C: 4.5529 2.4476 3.6239
C: 1.1697 2.3913 2.0279
S: 1.6602 1.8302 0.4912
C: -1.4665 1.3950 4.6451
C: -2.3195 2.5366 5.1210
C: -3.0315 3.3091 4.2058
C: -3.8023 4.3706 4.6499
C: -3.8705 4.6582 6.0088
C: -3.1708 3.8865 6.9234
C: -2.3920 2.8253 6.4793
H: 1.4715 1.8931 5.0243
H: 0.1951 2.9799 5.6346
H: 2.1326 4.2212 4.5318
H: 0.5643 4.5714 3.7928
H: 3.2247 4.8265 2.7052
H: 2.9404 4.1309 1.1106
H: 4.7609 2.9104 0.2718
H: 6.6657 1.3745 0.5801
H: 7.2266 0.5320 2.8331
H: 5.8918 1.2449 4.7882
H: 4.0069 2.7897 4.4977
H: -1.0523 0.8316 5.4826
H: -1.9835 0.7044 3.9833
H: -3.0091 3.0699 3.1470
H: -4.3669 4.9646 3.9441
H: -4.4836 5.4796 6.3543
H: -3.2365 4.1010 7.9813
H: -1.8631 2.2082 7.1977

Löwdin population analysis, charges in e, atoms 1 to 5:
1 Re 1.08
2 C -0.04
3 C -0.04
4 C -0.02
5 C -0.32



Record 5
Here is C35H32BrNO3P2PbS2 as an isolated structure from the OMol25 dataset. Energies are from ωB97M-V with the def2-TZVPD basis set.

Summary:
Relative energy (zero: lowest compared OMol25 entry of this formula, charge and spin), eV: 0.0000
F_max, eV Å⁻¹: 0.510
Energy, hartree: -5879.51234
Charge: -2
Orbital gap, Eh: 0.230

Atoms and positions in Å:
Pb: -1.6652 -1.1600 1.7912
S: 1.0084 -0.4165 3.0063
P: 1.1333 0.0612 1.0395
C: -0.3618 0.2332 0.2729
P: -1.1056 1.7033 -0.0569
S: -3.1012 1.7015 -0.0346
C: -0.5273 3.0365 1.0800
C: 0.2573 4.1201 0.7029
C: 0.6731 5.0602 1.6404
C: 0.3210 4.9163 2.9715
C: -0.4474 3.8235 3.3628
C: -0.8674 2.8976 2.4261
C: -0.5769 2.3621 -1.6934
C: -1.0930 3.5588 -2.1904
C: -0.7205 4.0238 -3.4399
C: 0.1612 3.2845 -4.2238
C: 0.6567 2.0812 -3.7482
C: 0.2882 1.6264 -2.4873
C: 2.0708 -1.2574 0.1753
C: 3.3866 -1.5429 0.5287
C: 4.0976 -2.5312 -0.1333
C: 3.4911 -3.2470 -1.1606
C: 2.1768 -2.9724 -1.5080
C: 1.4657 -1.9841 -0.8392
C: 2.3724 1.4378 0.9462
C: 2.6976 2.1927 2.0653
C: 3.6021 3.2425 1.9720
C: 4.1855 3.5581 0.7544
C: 3.8617 2.8139 -0.3739
C: 2.9646 1.7629 -0.2736
H: 0.5737 4.2273 -0.3277
H: 1.2906 5.8939 1.3260
H: 0.6528 5.6412 3.7056
H: -0.7116 3.6889 4.4045
H: -1.4663 2.0481 2.7339
H: -1.8078 4.1116 -1.5912
H: -1.1276 4.9570 -3.8128
H: 0.4478 3.6430 -5.2057
H: 1.3242 1.4868 -4.3600
H: 0.6440 0.6759 -2.1060
H: 3.8537 -0.9920 1.3384
H: 5.1212 -2.7460 0.1524
H: 4.0407 -4.0246 -1.6789
H: 1.6874 -3.5394 -2.2909
H: 0.4329 -1.7786 -1.0851
H: 2.2257 1.9468 3.0092
H: 3.8379 3.8250 2.8550
H: 4.8871 4.3808 0.6813
H: 4.3065 3.0522 -1.3332
H: 2.7251 1.1823 -1.1564
Br: -1.4239 -1.5590 -3.8245
C: -3.0430 -1.3400 -2.8219
C: -3.9730 -0.4322 -3.2918
C: -5.1604 -0.3475 -2.5831
C: -5.3539 -1.1605 -1.4831
C: -4.3275 -2.0134 -1.0878
N: -3.1744 -2.0939 -1.7616
C: -4.4729 -2.8890 0.1509
O: -5.2057 -3.8798 0.0458
O: -3.8733 -2.4519 1.1640
H: -3.7677 0.1782 -4.1588
H: -5.9249 0.3548 -2.8934
H: -6.2678 -1.1333 -0.9069
C: -1.4341 -5.0836 0.8464
C: -0.5522 -4.1379 1.6689
C: -1.0478 -4.1248 3.1214
C: 0.9043 -4.6181 1.6434
O: -0.5645 -2.8606 1.1004
H: -1.5338 -6.0629 1.3261
H: -1.0011 -5.2248 -0.1462
H: -2.4271 -4.6541 0.7292
H: -0.9390 -5.1096 3.5848
H: -2.1059 -3.8540 3.1548
H: -0.4732 -3.3981 3.7015
H: 1.0147 -5.6138 2.0856
H: 1.5271 -3.9099 2.1925
H: 1.2579 -4.6474 0.6125

natural (NBO) population analysis, charges in e, atoms 1 to 5:
1 Pb 1.40
2 S -0.74
3 P 1.44
4 C -1.72
5 P 1.43



Record 6
Here is C35H32CoN2O3PS as an isolated structure from the OMol25 dataset. Energies are from ωB97M-V with the def2-TZVPD basis set.

Summary:
F_max, eV Å⁻¹: 0.659
Energy, hartree: -3810.35123
Charge: +1
Orbital gap (spin up / spin down), Eh: 0.276 / 0.293
Multiplicity: 2

Atoms and positions in Å:
Co: 0.6264 0.9953 0.3008
O: 1.1187 0.6148 2.0337
C: 0.9513 1.3709 3.1034
C: 0.9871 0.7501 4.3629
C: 0.8824 1.4805 5.5251
C: 0.7271 2.8685 5.4817
C: 0.6740 3.4882 4.2559
C: 0.7866 2.7664 3.0599
C: 0.7411 3.4519 1.7772
N: 0.7074 2.8926 0.5790
C: 0.6693 3.8982 -0.3681
C: 0.6875 5.0909 0.2675
N: 0.7381 4.7931 1.6142
H: 1.0979 -0.3275 4.3798
H: 0.9139 0.9712 6.4806
H: 0.6444 3.4456 6.3920
H: 0.5358 4.5637 4.2313
H: 0.6381 3.6868 -1.4241
H: 0.6815 6.1010 -0.1016
H: 0.7463 5.4679 2.3583
C: 2.8738 -5.4543 2.1100
C: 3.0511 -4.0048 1.7412
C: 3.5056 -3.0785 2.6738
C: 3.6794 -1.7447 2.3323
C: 3.4130 -1.3435 1.0366
C: 2.9475 -2.2416 0.0850
C: 2.7695 -3.5661 0.4450
S: 3.6056 0.3700 0.6044
C: 5.0730 0.2445 -0.3998
O: 2.5281 0.6673 -0.4458
H: 2.9023 -5.5974 3.1887
H: 3.6692 -6.0595 1.6699
H: 1.9257 -5.8415 1.7355
H: 3.7116 -3.3999 3.6879
H: 4.0037 -1.0227 3.0736
H: 2.7114 -1.8997 -0.9164
H: 2.4057 -4.2743 -0.2917
H: 4.9077 -0.5025 -1.1746
H: 5.9066 -0.0376 0.2447
H: 5.2469 1.2277 -0.8346
O: -1.2199 0.3454 -0.0289
P: -1.9898 -0.0463 -1.2768
C: -3.7419 0.1113 -1.0048
C: -4.1854 1.1092 -0.1362
C: -5.5451 1.2734 0.0774
C: -6.4543 0.4464 -0.5710
C: -6.0124 -0.5499 -1.4313
C: -4.6537 -0.7220 -1.6499
C: -1.6065 -1.7316 -1.7432
C: -1.3549 -2.6369 -0.7075
C: -1.0433 -3.9542 -1.0084
C: -0.9813 -4.3666 -2.3345
C: -1.2298 -3.4682 -3.3631
C: -1.5404 -2.1477 -3.0708
C: -1.5149 0.9961 -2.6570
C: -2.4360 1.7315 -3.3954
C: -1.9935 2.5539 -4.4260
C: -0.6396 2.6426 -4.7130
C: 0.2862 1.9113 -3.9753
C: -0.1497 1.0860 -2.9524
H: -3.4654 1.7351 0.3763
H: -5.8969 2.0416 0.7535
H: -7.5155 0.5745 -0.3985
H: -6.7253 -1.1972 -1.9249
H: -4.3033 -1.5064 -2.3104
H: -1.3982 -2.3024 0.3223
H: -0.8527 -4.6591 -0.2088
H: -0.7370 -5.3952 -2.5693
H: -1.1787 -3.7954 -4.3934
H: -1.7281 -1.4433 -3.8728
H: -3.4917 1.6693 -3.1605
H: -2.7085 3.1263 -5.0021
H: -0.3017 3.2829 -5.5185
H: 1.3419 1.9784 -4.2058
H: 0.5747 0.4965 -2.3940

Löwdin population analysis, charges in e, atoms 1 to 5:
1 Co 0.63
2 O -0.17
3 C -0.31
4 C -0.01
5 C -0.07



Question: F_max of number 5 (C35H32BrNO3P2PbS2)?
Answer: 0.510 eV Å⁻¹